Record 1
114
Properties=species:S:1:pos:R:3 method="wB97M-V/def2-TZVPD" charge=0 de_lowest_kcal_mol=8.8 largest_force_ev_per_a=6.64 smiles="CCOC(=O)C(F)(F)F.CCOC(=O)C(F)(F)F.CCOC(=O)C(F)(F)F.NC(N)=O.NC(N)=O.NC(N)=O.NC(N)=O.NC(N)=O.NC(N)=O.NC(N)=O.NC(N)=O.NC(N)=O" lumo_ev=0.22
C -0.336 3.286 3.990
C 0.351 3.714 2.769
O 0.016 5.127 2.638
C 0.971 6.019 2.863
O 2.168 5.798 3.029
C 0.323 7.367 3.045
F 1.164 8.161 3.748
F 0.015 7.990 1.889
F -0.804 7.274 3.789
H -1.430 3.522 3.909
H 0.119 3.735 4.848
H -0.223 2.191 3.992
H 0.081 3.188 1.791
H 1.404 3.628 2.982
C -1.821 3.187 -2.553
C -1.294 3.557 -1.219
O -2.133 4.671 -0.711
C -2.505 4.565 0.566
O -2.347 3.618 1.295
C -3.313 5.813 0.908
F -2.993 6.907 0.223
F -4.614 5.537 0.727
F -3.150 6.031 2.226
H -1.513 3.859 -3.375
H -2.908 3.059 -2.452
H -1.334 2.252 -2.843
H -0.221 3.875 -1.280
H -1.259 2.757 -0.471
C -0.674 -5.329 -3.290
C -1.098 -3.960 -3.762
O -2.429 -4.093 -4.255
C -2.893 -3.077 -4.940
O -2.358 -2.070 -5.205
C -4.382 -3.328 -5.291
F -5.021 -4.121 -4.421
F -5.043 -2.196 -5.427
F -4.519 -3.956 -6.538
H -1.289 -5.677 -2.434
H 0.353 -5.310 -2.924
H -0.769 -6.037 -4.137
H -0.427 -3.653 -4.592
H -1.099 -3.137 -3.012
N 2.303 -3.127 -3.175
C 3.620 -2.821 -3.154
N 3.942 -1.834 -4.098
O 4.456 -3.377 -2.505
H 1.922 -3.632 -2.376
H 1.591 -2.439 -3.506
H 4.960 -1.682 -4.127
H 3.495 -1.942 -4.987
N -0.462 -1.691 3.865
C -0.602 -2.988 3.487
N -1.907 -3.528 3.465
O 0.428 -3.605 3.229
H 0.425 -1.283 3.566
H -1.280 -1.053 3.731
H -2.649 -2.833 3.507
H -1.981 -4.382 2.917
N 3.652 -5.036 -0.260
C 3.128 -4.365 0.742
N 2.907 -5.049 1.861
O 2.654 -3.305 0.583
H 3.760 -6.058 -0.214
H 4.069 -4.430 -1.047
H 3.455 -5.803 2.226
H 2.351 -4.534 2.463
N -2.945 -0.083 -1.793
C -2.963 -1.413 -1.659
N -2.597 -1.879 -0.340
O -3.413 -2.274 -2.436
H -2.387 0.428 -1.079
H -2.931 0.286 -2.717
H -2.850 -2.758 0.029
H -2.534 -1.311 0.462
N -2.680 0.829 2.478
C -3.540 0.643 3.489
N -4.118 1.795 3.911
O -3.730 -0.463 3.995
H -1.906 0.222 2.345
H -2.679 1.618 1.912
H -3.943 2.589 3.294
H -4.940 1.763 4.453
N 3.147 -1.929 3.375
C 3.436 -0.625 3.604
N 3.156 -0.256 4.827
O 3.896 0.133 2.713
H 2.479 -2.359 4.012
H 3.195 -2.312 2.434
H 3.067 0.692 5.078
H 2.692 -0.968 5.318
N 1.204 1.169 -3.688
C 0.269 0.261 -3.891
N -0.703 0.499 -4.828
O 0.306 -0.879 -3.376
H 1.092 2.047 -4.202
H 1.855 1.192 -2.948
H -1.014 1.448 -4.991
H -1.318 -0.227 -5.199
N 1.269 0.262 1.365
C 0.562 0.009 0.189
N 1.053 -1.009 -0.557
O -0.428 0.750 -0.064
H 2.251 -0.123 1.316
H 1.337 1.236 1.636
H 0.746 -1.319 -1.477
H 1.626 -1.680 -0.043
N 3.912 2.303 0.538
C 3.553 1.355 -0.378
N 3.895 0.141 -0.021
O 3.026 1.726 -1.401
H 4.087 2.006 1.488
H 3.599 3.205 0.272
H 3.744 -0.625 -0.653
H 4.165 -0.068 0.918

=====

Record 2
40
Properties=species:S:1:pos:R:3 method="wB97M-V/def2-TZVPD" charge=-1 multiplicity=2 de_lowest_kcal_mol=0.0 largest_force_ev_per_a=8.64 s2=0.75 lumo_ev="2.39 / 2.42"
C -2.841 -2.960 -1.639
O -2.891 -3.386 -2.789
N -2.059 -1.980 -1.294
N -3.475 -3.564 -0.685
H -1.347 -1.579 -1.887
H -1.692 -2.132 -0.365
H -3.251 -3.145 0.206
H -4.219 -4.236 -0.813
C -2.008 2.641 -1.361
O -2.702 3.620 -1.105
N -1.507 2.206 -2.549
N -1.747 1.790 -0.358
H -1.526 2.815 -3.355
H -1.038 1.312 -2.519
H -1.023 1.128 -0.597
H -2.252 1.809 0.516
C -2.514 -1.344 2.187
O -2.503 -2.543 1.990
N -1.552 -0.678 2.840
N -3.483 -0.601 1.765
H -1.603 0.318 2.996
H -0.763 -1.158 3.249
H -4.091 -0.967 1.046
H -3.837 0.256 2.164
C 1.080 -0.353 -0.838
O 0.126 -0.339 -1.609
N 0.906 -0.512 0.381
N 2.329 -0.246 -1.136
H 1.746 -0.426 0.936
H 0.039 -0.568 0.897
H 2.506 -0.165 -2.127
H 3.155 -0.125 -0.568
C 5.355 1.412 0.637
O 4.917 0.366 0.161
N 5.275 1.822 1.860
N 5.966 2.248 -0.110
H 4.958 1.196 2.587
H 5.665 2.723 2.099
H 5.841 2.179 -1.110
H 6.062 3.168 0.296

=====

Record 3
15
Properties=species:S:1:pos:R:3 method="wB97M-V/def2-TZVPD" charge=-1 de_lowest_kcal_mol=152.9 largest_force_ev_per_a=6.51 lumo_ev="2.67 / 0.89"
C -4.580 1.641 -1.802
C 5.798 0.430 1.593
C 5.230 -1.113 -0.060
N 5.796 0.011 0.317
O -4.116 0.244 0.304
O -5.783 -1.657 -0.709
S -4.583 1.612 -0.157
H -4.719 0.834 -2.473
H -5.139 2.562 -2.020
H -5.937 -1.544 -1.688
H 5.533 -0.193 2.395
H 6.442 1.304 1.793
H -5.035 -1.086 -0.334
H 5.004 -1.533 -0.962
H 4.893 -1.837 0.845

=====

Record 4
15
Properties=species:S:1:pos:R:3 method="wB97M-V/def2-TZVPD" charge=0 de_lowest_kcal_mol=28.4 largest_force_ev_per_a=3.92 lumo_ev=0.66
C 0.055 1.029 -0.631
C 1.106 -0.016 -0.763
C -1.112 0.164 -0.711
C 1.756 -0.451 0.647
C -1.860 -0.200 0.572
O 0.132 2.219 -0.482
S -0.104 -1.257 -1.379
H 1.892 0.062 -1.463
H -1.740 0.589 -1.511
H 2.652 0.111 0.775
H 2.070 -1.551 0.613
H 1.070 -0.093 1.436
H -1.742 0.736 1.327
H -1.259 -0.929 1.139
H -2.915 -0.413 0.431